No. 1
Here is a 7-piece molecular cluster, C44H103BClFN6O12P3S overall from OMol25. Energies are from the ωB97M-V functional and the def2-TZVPD basis.

LUMO level   -2.705 eV
HOMO level   -9.9 eV
Charge   +1
Gap between HOMO and LUMO   7.168 eV

Atoms and positions in Å:
C 5.126 -6.112 2.038
C 4.574 -5.759 0.659
C 3.907 -4.378 0.666
C 2.401 -4.524 0.945
C 1.823 -3.130 1.129
N 0.473 -3.050 1.760
C 0.112 -1.902 2.370
N -1.032 -1.770 3.104
P -1.309 -2.748 4.564
C 0.118 -3.265 5.593
C -0.224 -4.505 6.435
C -2.860 -3.694 4.607
C -4.050 -2.774 4.381
C -1.469 -0.374 3.342
C -0.384 0.573 3.801
F -0.359 0.566 5.185
N -0.789 1.927 3.419
C -1.656 2.548 4.045
S -2.692 3.388 4.830
C 0.989 0.172 3.265
C 1.797 -0.633 4.324
O 2.968 0.018 4.792
C 4.106 -0.774 4.671
O 3.984 -1.873 5.531
C 4.949 -2.871 5.263
C 6.366 -2.466 5.656
O 7.153 -2.196 4.491
P 2.082 1.736 2.973
N 3.345 1.095 2.034
O 1.364 2.645 1.822
N 0.911 -0.808 2.108
B 0.525 -0.222 0.743
O -0.510 0.686 0.672
N 1.142 -0.695 -0.446
C 2.617 -0.713 -0.447
C 0.684 -0.019 -1.669
P -0.467 -4.528 1.436
O -1.986 -4.016 1.463
Cl -0.307 -5.823 3.020
H 4.418 -5.783 2.798
H 5.288 -7.177 2.158
H 6.052 -5.571 2.207
H 3.823 -6.495 0.380
H 5.357 -5.803 -0.091
H 4.003 -3.965 -0.336
H 4.375 -3.736 1.409
H 1.991 -5.032 0.082
H 2.308 -5.135 1.841
H 1.713 -2.684 0.150
H 2.506 -2.555 1.741
H 0.333 -2.463 6.289
H 1.033 -3.428 5.028
H -0.890 -5.188 5.929
H 0.695 -5.059 6.602
H -0.618 -4.221 7.403
H -2.912 -4.554 3.947
H -2.916 -4.066 5.627
H -4.973 -3.346 4.381
H -4.115 -2.047 5.185
H -3.975 -2.219 3.449
H -2.277 -0.369 4.060
H -1.874 0.013 2.416
H 1.189 -0.855 5.190
H 2.113 -1.569 3.873
H 4.952 -0.141 4.934
H 4.230 -1.111 3.632
H 4.956 -3.127 4.201
H 4.642 -3.765 5.797
H 6.309 -1.530 6.204
H 6.850 -3.225 6.261
H 7.827 -2.866 4.396
H 4.201 1.336 2.521
H 3.395 1.563 1.135
H 0.881 3.343 2.270
H -1.324 0.318 0.318
H 2.999 0.240 -0.807
H 2.992 -1.503 -1.094
H 3.027 -0.859 0.542
H 1.252 -0.401 -2.514
H -0.353 -0.263 -1.873
H 0.845 1.056 -1.642
H -2.044 -3.206 0.938
C -3.724 -3.949 -2.103
C -3.815 -2.554 -1.491
O -2.786 -1.663 -1.883
C -2.693 -1.360 -3.270
C -3.927 -0.695 -3.845
H -2.726 -4.363 -1.944
H -4.459 -4.606 -1.637
H -3.916 -3.953 -3.175
H -3.709 -2.617 -0.404
H -4.802 -2.119 -1.681
H -2.436 -2.260 -3.838
H -1.844 -0.681 -3.358
H -4.782 -1.375 -3.859
H -3.745 -0.374 -4.870
H -4.207 0.176 -3.251
C 1.681 -1.136 -7.656
C 0.413 -1.088 -6.822
O 0.076 -2.324 -6.214
C 1.023 -2.842 -5.302
C 1.276 -1.937 -4.108
H 1.631 -1.951 -8.379
H 1.810 -0.197 -8.193
H 2.570 -1.290 -7.041
H -0.436 -0.846 -7.460
H 0.478 -0.293 -6.069
H 1.964 -3.080 -5.810
H 0.602 -3.788 -4.962
H 1.780 -1.013 -4.394
H 1.907 -2.442 -3.373
H 0.331 -1.665 -3.635
C -1.010 3.101 -2.927
C -0.935 2.371 -4.258
O -2.149 1.751 -4.637
C -3.253 2.620 -4.824
C -3.047 3.653 -5.918
H -1.404 2.438 -2.154
H -0.020 3.447 -2.625
H -1.660 3.975 -2.977
H -0.206 1.560 -4.188
H -0.578 3.041 -5.049
H -3.520 3.111 -3.881
H -4.086 1.968 -5.087
H -2.280 4.383 -5.652
H -3.974 4.198 -6.096
H -2.740 3.169 -6.846
C 0.992 7.459 -4.130
C -0.210 7.688 -3.230
O -0.280 6.799 -2.129
C 0.798 6.858 -1.216
C 0.964 8.208 -0.538
H 1.043 6.414 -4.439
H 0.917 8.084 -5.020
H 1.930 7.707 -3.631
H -1.127 7.514 -3.793
H -0.242 8.728 -2.888
H 1.733 6.557 -1.704
H 0.576 6.097 -0.465
H 1.276 8.981 -1.241
H 1.723 8.146 0.242
H 0.023 8.526 -0.089
C -6.539 -1.452 -6.950
C -6.684 -0.075 -6.324
O -5.649 0.823 -6.679
C -5.538 1.124 -8.059
C -6.771 1.787 -8.648
H -5.546 -1.859 -6.749
H -7.288 -2.131 -6.542
H -6.673 -1.425 -8.032
H -6.631 -0.167 -5.239
H -7.665 0.353 -6.557
H -5.277 0.224 -8.628
H -4.688 1.802 -8.134
H -7.626 1.109 -8.676
H -6.571 2.107 -9.670
H -7.055 2.658 -8.056
C 1.631 4.123 5.721
C 2.268 3.185 6.731
O 3.271 3.790 7.524
C 2.848 4.872 8.334
C 1.791 4.500 9.359
H 2.397 4.607 5.113
H 0.965 3.560 5.068
H 1.042 4.907 6.201
H 2.767 2.372 6.205
H 1.497 2.728 7.364
H 2.501 5.706 7.712
H 3.748 5.215 8.844
H 0.841 4.238 8.890
H 1.607 5.340 10.029
H 2.119 3.645 9.950

No. 2
Here is a 10-piece molecular cluster, C15H26Cl19NO4 overall from OMol25. Energies are from the ωB97M-V functional and the def2-TZVPD basis.

LUMO level   0.279 eV
SMILES string   CC(=O)N(C)[C@@H]1OC(=O)O[C@H]1Cl.ClCCl.ClCCl.ClCCl.ClCCl.ClCCl.ClCCl.ClCCl.ClCCl.ClCCl
HOMO level   -10.1 eV
Gap between HOMO and LUMO   10.416 eV
Relative energy (zero: lowest compared OMol25 entry of this formula, charge and spin)   0.0 kJ/mol

Atoms and positions in Å:
C -3.665 -1.488 -0.904
C -3.534 0.018 -0.828
O -4.504 0.654 -0.738
N -2.264 0.625 -0.826
C -1.216 -0.163 -1.468
C -2.383 1.930 -1.394
O -2.798 1.844 -2.784
C -2.432 3.001 -3.370
O -2.624 3.271 -4.450
O -1.757 3.757 -2.453
C -1.138 2.743 -1.615
Cl -0.467 3.502 -0.188
H -3.789 -1.803 -1.930
H -2.824 -1.971 -0.420
H -4.539 -1.729 -0.327
H -1.327 -0.242 -2.551
H -1.141 -1.162 -1.081
H -0.245 0.285 -1.301
H -3.063 2.595 -0.879
H -0.373 2.340 -2.267
C 0.622 6.927 2.146
Cl 1.250 5.325 2.562
Cl -0.743 6.811 1.035
H 0.295 7.420 3.054
H 1.413 7.497 1.672
C -3.448 0.734 -6.739
Cl -4.014 -0.759 -5.969
Cl -2.101 0.421 -7.842
H -4.267 1.169 -7.296
H -3.116 1.420 -5.967
C -7.566 1.514 -7.581
Cl -6.256 2.672 -7.317
Cl -7.437 0.730 -9.159
H -7.516 0.754 -6.810
H -8.511 2.041 -7.529
C 2.961 2.692 5.213
Cl 2.597 1.809 3.727
Cl 2.961 1.627 6.628
H 3.942 3.142 5.118
H 2.208 3.459 5.355
C 2.919 -1.643 4.351
Cl 2.151 -3.107 3.728
Cl 4.674 -1.682 4.119
H 2.519 -0.783 3.829
H 2.713 -1.562 5.413
C -0.371 -2.684 -5.802
Cl 0.246 -1.122 -6.345
Cl -1.060 -2.576 -4.178
H -1.149 -3.010 -6.484
H 0.444 -3.399 -5.792
C 3.358 -7.321 3.952
Cl 4.177 -5.759 4.019
Cl 1.663 -7.151 3.473
H 3.862 -7.949 3.227
H 3.397 -7.777 4.935
C 7.727 -2.370 1.902
Cl 8.446 -0.770 1.679
Cl 8.945 -3.648 1.820
H 7.251 -2.405 2.875
H 6.994 -2.535 1.122
C 2.828 -1.079 9.164
Cl 2.457 -2.000 7.699
Cl 2.841 -2.109 10.598
H 3.807 -0.627 9.049
H 2.073 -0.312 9.291